(1)
# C31H53ClFN4O10

6 unconnected molecules or ions with the total composition C31H53ClFN4O10 (ωB97M-V/def2-TZVPD, OMol25).

```
! wB97M-V def2-TZVPD RIJCOSX def2/J DEFGRID3
* xyz 1 1
C -3.32522 2.23083 -6.57636
C -2.66950 0.98726 -7.46587
C -3.27456 -0.46292 -6.97106
C -2.43274 -1.75337 -7.53180
C -3.28649 -3.17940 -7.37280
N -1.01276 -1.86307 -6.97649
C -0.73041 -1.98130 -5.63962
N -1.77720 -2.05028 -4.50827
C -1.21349 -1.09817 -3.47138
N -1.83364 -1.20421 -2.08885
C 0.44765 -1.24416 -3.60040
Cl 1.13837 -2.01526 -2.05374
N 0.55600 -2.07919 -4.85662
C 1.86512 -2.07830 -5.60920
C 2.94108 -0.93193 -5.14181
C 4.39921 -1.15479 -5.91903
F 5.32195 -0.11343 -5.32994
H -2.68658 2.39372 -5.60834
H -3.41209 3.22366 -7.19070
H -4.41585 1.89999 -6.27666
H -3.01059 1.11113 -8.60005
H -1.50389 1.01776 -7.32900
H -3.39341 -0.41162 -5.80748
H -4.37402 -0.54960 -7.42319
H -2.33290 -1.59763 -8.71073
H -3.83322 -3.10485 -6.34048
H -2.54749 -4.09615 -7.43194
H -4.12137 -3.25987 -8.21816
H -0.23736 -1.85394 -7.67407
H -1.70274 -2.98765 -4.05182
H -1.36172 0.02346 -3.85259
H -1.43517 -0.38529 -1.54485
H -2.86625 -0.96324 -2.16265
H 0.75969 -0.11640 -3.60653
H 1.74968 -1.96366 -6.78829
H 2.38395 -3.14372 -5.46313
H 3.19063 -0.93369 -3.99841
H 2.50262 0.10902 -5.52873
H 4.33695 -0.93034 -7.06596
H 4.86634 -2.19569 -5.64641
O 0.43567 -1.07942 4.42004
C 1.14241 -1.59846 3.57193
O 2.31636 -2.24309 3.83742
C 2.92811 -2.62757 2.60710
C 1.80780 -2.66654 1.60096
C 0.88136 -1.58494 2.09618
H 3.69202 -1.88623 2.35015
H 3.40680 -3.60435 2.72274
H 2.14711 -2.51515 0.57280
H 1.29875 -3.63684 1.64993
H 1.14984 -0.60385 1.69469
H -0.16291 -1.82042 1.87832
O -6.92446 2.25238 -6.95158
C -7.25395 1.08352 -7.06721
O -6.44069 0.02314 -6.78722
C -7.11084 -1.18654 -7.13846
C -8.57743 -0.84301 -7.13915
C -8.57839 0.60022 -7.57560
H -6.75858 -1.50742 -8.12442
H -6.87443 -1.96481 -6.40701
H -9.17212 -1.49553 -7.78391
H -8.97670 -0.91878 -6.12040
H -8.59973 0.69599 -8.66472
H -9.40180 1.15616 -7.12135
O 4.13921 2.44021 8.59823
C 3.54970 1.47971 8.13123
O 2.48226 1.56880 7.28456
C 1.97802 0.25909 7.02731
C 3.12284 -0.67346 7.32506
C 3.85327 0.04329 8.43238
H 1.11689 0.08184 7.68015
H 1.65353 0.18701 5.98514
H 2.79770 -1.68141 7.59613
H 3.77472 -0.75295 6.44656
H 3.44868 -0.20881 9.41654
H 4.92797 -0.14899 8.39419
O -0.77051 -0.98545 9.80729
C -1.55966 -0.24662 9.24199
O -2.91708 -0.38237 9.29826
C -3.52023 0.58159 8.43641
C -2.48846 1.66618 8.26896
C -1.19063 0.90351 8.35475
H -3.76920 0.09463 7.48770
H -4.43962 0.96000 8.89262
H -2.60386 2.23036 7.33969
H -2.55465 2.37342 9.10469
H -0.88021 0.51757 7.37981
H -0.39866 1.50843 8.80226
O 8.91680 6.74182 6.72452
C 8.45313 5.67280 7.08559
O 9.19154 4.54223 7.28742
C 8.31519 3.45946 7.59628
C 7.05224 4.10291 8.10601
C 7.00068 5.39247 7.32640
H 8.14604 2.87613 6.68508
H 8.77716 2.81448 8.34942
H 6.16627 3.47616 7.97416
H 7.15412 4.32421 9.17543
H 6.49667 5.26640 6.36416
H 6.53534 6.19320 7.90579
*
```

Properties
frontier orbital gap: 6.4 eV
HOMO energy: -10.6240 eV

Here are the Löwdin charges for atoms 1 to 5, given in e:
1. C -0.12
2. C -0.24
3. C -0.18
4. C -0.29
5. C -0.07

=====

(2)
# C2H6S2

2 unconnected molecules or ions with the total composition C2H6S2 (ωB97M-V/def2-TZVPD, OMol25).

```
! wB97M-V def2-TZVPD RIJCOSX def2/J DEFGRID3
* xyz -1 2
S 2.38887 0.65956 1.77658
S 2.39640 0.98283 -0.49074
H 2.88378 1.85467 2.10746
H 1.08921 1.23035 -0.49684
C -1.55575 -0.52682 0.12441
C -1.33768 -0.96189 -1.10420
H -2.50260 -0.06977 0.39648
H -0.88314 -0.76904 0.92893
H -2.05213 -0.91622 -1.90409
H -0.42695 -1.48367 -1.33799
*
```

Properties
frontier orbital gap (alpha / beta): 4.4 / 7.5 eV
HOMO energy (alpha / beta): -0.4676 / -3.6530 eV
⟨S²⟩: 0.7539

Here are the Löwdin charges for atoms 1 to 5, given in e:
1. S -0.15
2. S -0.14
3. H -0.34
4. H -0.35
5. C -0.08

=====

(3)
# C29H32As2O8P2PtS3Se

A molecular structure, C29H32As2O8P2PtS3Se (ωB97M-V/def2-TZVPD, OMol25).

```
! wB97M-V def2-TZVPD RIJCOSX def2/J DEFGRID3
* xyz 0 5
Pt -1.46139 0.78221 -0.33892
O -4.19450 3.44163 1.63685
P -3.11490 2.32902 1.35742
O -2.60939 1.67988 2.59978
O -2.05886 2.84798 0.38413
O -3.98770 1.19663 0.53057
P -4.50721 1.61683 -0.99928
O -5.73749 0.57857 -1.14227
O -4.99283 3.01490 -0.95005
O -3.45316 1.15035 -1.96189
H -4.59127 3.65443 0.74857
H -6.53819 0.98099 -0.77486
C -3.26825 -1.41576 2.12225
As -1.46678 -0.79078 1.69776
C -0.77606 -0.94652 3.52878
C -0.80326 -2.44871 0.84873
C -0.01717 -3.37069 1.53288
C 0.39877 -4.54344 0.91888
C 0.02677 -4.81320 -0.39028
C -0.73603 -3.88978 -1.08760
C -1.13622 -2.70338 -0.48406
As -2.08908 -1.30100 -1.46163
C -3.87143 -2.09260 -1.46450
C -1.66932 -1.60489 -3.33750
H -3.25906 -2.49246 2.28493
H -3.96485 -1.15227 1.33239
H -3.58117 -0.89454 3.02539
H -1.13422 -1.88492 3.94932
H -1.22219 -0.10901 4.06299
H 0.30751 -0.88385 3.58557
H 0.28017 -3.17442 2.55602
H 1.01023 -5.25150 1.46411
H 0.34470 -5.73112 -0.86891
H -1.00014 -4.07661 -2.12288
H -3.78125 -3.07853 -1.91938
H -4.53008 -1.46269 -2.05867
H -4.27915 -2.18862 -0.46262
H -2.05641 -2.56325 -3.68057
H -0.59594 -1.55293 -3.50060
H -2.15661 -0.80050 -3.88630
Se 0.26264 2.36400 1.83017
C 1.61850 1.61503 2.91853
C 2.81126 1.11020 2.40120
C 3.78506 0.63186 3.25929
C 3.57948 0.64576 4.63356
C 2.38434 1.12932 5.15266
C 1.41016 1.61852 4.30200
H 2.95882 1.08200 1.33217
H 4.70887 0.24425 2.84957
H 4.35087 0.28423 5.30083
H 2.20882 1.12514 6.22035
H 0.47460 2.00264 4.69168
O 0.85582 0.86385 -0.06625
C 1.69931 1.04311 -1.18934
C 0.88413 1.16627 -2.47185
C 1.12518 0.67298 -3.71596
C 0.15770 1.10279 -4.67076
C -0.78367 1.91377 -4.12880
S -0.48927 2.22533 -2.46695
C 2.62619 -0.16246 -1.20858
C 3.89093 -0.28267 -0.71425
C 4.35958 -1.62388 -0.69479
C 3.43659 -2.50206 -1.16589
S 1.99541 -1.70551 -1.64471
C 2.53841 2.32385 -1.15722
C 3.65419 2.57726 -1.89834
C 4.10210 3.92264 -1.79985
C 3.31149 4.67387 -0.99373
S 2.00460 3.75516 -0.35776
H 1.95620 0.02303 -3.94657
H 0.16838 0.80204 -5.70873
H -1.62591 2.38647 -4.60827
H 4.48660 0.56111 -0.39544
H 5.33808 -1.91237 -0.33824
H 3.50899 -3.57337 -1.26446
H 4.13845 1.82240 -2.50105
H 4.96582 4.30318 -2.32571
H 3.41475 5.71481 -0.73314
*
```

Properties
frontier orbital gap (alpha / beta): 7.4 / 5.9 eV
HOMO energy (alpha / beta): -7.0380 / -8.4978 eV
⟨S²⟩: 6.0276

Here are the Löwdin charges for atoms 1 to 5, given in e:
1. Pt 0.70
2. O -0.11
3. P 0.11
4. O -0.38
5. O -0.50

=====

Looking at total energy for the records above, in order, we have -74670.7125; -23840.8014; -288329.1206 eV.
Looking at relative energy (zero: lowest compared OMol25 entry of this formula, charge and spin) for the records above, in order, we have 143.79; 14.45; 9.78 kcal/mol.